# 1
13
Properties=species:S:1:pos:R:3 method="wB97M-V/def2-TZVPD" charge=-1 relative_energy_kcal_mol=82.8 orbital_gap_ev=6.70 mol_weight_g_mol=100.10 fmax_ev_per_a=3.64
C 0.73925 0.87677 0.72608
C 1.20978 2.11383 0.29571
C 1.33601 -0.32164 0.49804
C -2.03702 -1.03048 -0.80615
N 1.94203 -1.31368 0.74761
O 2.48140 -2.38971 0.58056
O 2.18230 2.40601 -0.44252
H -0.28167 0.86001 1.13756
H 0.53113 2.89975 0.62632
H -2.46808 -1.99864 -0.98186
H -1.50799 -0.86547 0.14097
H -2.74997 -0.32328 -0.86229
H -1.37718 -0.91347 -1.66001

# 2
14
Properties=species:S:1:pos:R:3 method="wB97M-V/def2-TZVPD" charge=+1 relative_energy_kcal_mol=60.7 orbital_gap_ev=9.14 mol_weight_g_mol=77.11 fmax_ev_per_a=1.88
C -0.54253 -1.14608 0.21491
C -0.35561 -0.73323 -1.06295
N 0.14572 0.65418 -1.36975
N 0.00027 -2.27165 0.71758
H -1.05658 -0.64248 1.03675
H -0.40290 -1.34163 -1.95434
H 0.67031 0.58522 -2.23771
H 0.79126 0.90288 -0.61802
H -0.57005 1.38378 -1.42172
H 0.30230 -2.98760 0.06610
H -0.09567 -2.63830 1.65212
H 0.85853 3.34694 1.47174
H -0.00963 2.29056 2.18825
O 0.26458 2.59740 1.31704

# 3
41
Properties=species:S:1:pos:R:3 method="wB97M-V/def2-TZVPD" orbital_gap_ev=7.44 mol_weight_g_mol=467.79 fmax_ev_per_a=2.08
Be 0.06824 0.46614 -0.01887
O 2.79275 -1.49448 0.74477
Cl 1.53306 -1.28562 0.17500
O 1.07734 -2.41935 -0.54717
O 0.54540 -0.89753 1.17937
O 1.53355 -0.12339 -0.71539
O -1.26230 -0.14874 -0.65740
S -1.74118 -1.61225 -0.64026
C -2.02099 -1.96306 -2.37647
C -2.15429 -3.29160 -2.74815
C -2.45755 -3.59436 -4.06529
C -2.61609 -2.57284 -4.99171
C -2.45257 -1.24814 -4.61026
C -2.15338 -0.93576 -3.29358
C -3.48284 -1.45726 -0.22942
C -4.20702 -0.29194 -0.40067
C -5.53996 -0.26866 -0.02098
C -6.13654 -1.40450 0.50841
C -5.40519 -2.57394 0.66293
C -4.06855 -2.59904 0.29959
H -2.02035 -4.07184 -2.00884
H -2.57102 -4.62607 -4.36882
H -2.87340 -2.81094 -6.01490
H -2.56484 -0.45478 -5.33637
H -2.01962 0.08889 -2.97258
H -3.73692 0.58802 -0.81830
H -6.10895 0.64415 -0.13311
H -7.17697 -1.37774 0.80268
H -5.86355 -3.46076 1.07858
H -3.47494 -3.49727 0.42310
Se 0.26927 2.48214 0.46548
C -1.41873 3.29537 0.90978
C -2.63257 2.65488 0.69802
C -3.80209 3.30647 1.05621
N -3.83417 4.51452 1.60665
C -2.66703 5.12425 1.79667
C -1.44144 4.57133 1.46057
H -2.65637 1.66415 0.26926
H -4.76657 2.83550 0.89069
H -2.72090 6.11031 2.24528
H -0.51986 5.11099 1.62965

# 4
109
Properties=species:S:1:pos:R:3 method="wB97M-V/def2-TZVPD" charge=+1 orbital_gap_ev=7.11 mol_weight_g_mol=753.95 fmax_ev_per_a=2.83
C 1.47407 -0.18420 -1.83943
C 1.30792 -1.48815 -1.80577
N 0.82770 -2.13295 -0.61144
C 1.60182 -2.11519 0.46370
N 0.94553 -2.79280 1.37551
C 1.59638 -2.96588 2.69423
C 3.00826 -3.56744 2.61841
O 3.90900 -2.81609 2.93250
N 3.24097 -4.89246 2.28262
C 2.41291 -5.37359 1.15301
C 4.66185 -5.08802 1.91664
C -0.25699 -3.24782 0.92588
C -1.20108 -4.06471 1.73363
C -2.65999 -3.57660 1.55781
O -3.31265 -3.37659 2.78703
C -0.30986 -2.81680 -0.35934
C -1.37056 -3.04972 -1.36892
C -2.38524 -1.93153 -1.42470
O -2.22599 -0.88450 -0.85433
F -3.47377 -2.14992 -2.15117
H 0.84854 0.43042 -1.20857
H 2.25524 0.18723 -2.48460
H 1.55042 -2.13543 -2.63260
H 2.56585 -1.65178 0.51909
H 0.94915 -3.48588 3.38852
H 1.70840 -1.96721 3.10033
H 2.55533 -4.73308 0.27704
H 2.66220 -6.39658 0.92124
H 1.35831 -5.29668 1.39962
H 5.02519 -4.29286 1.27063
H 5.23522 -5.16048 2.83088
H 4.77357 -6.01417 1.36921
H -1.08864 -5.12174 1.50662
H -0.93781 -3.93683 2.78036
H -2.62898 -2.60662 1.07684
H -3.23962 -4.25926 0.93438
H -3.55313 -4.23801 3.14003
H -0.89863 -3.11963 -2.35105
H -1.81292 -4.02446 -1.18848
N 2.87436 1.93469 3.91461
C 3.20245 0.70207 3.43049
C 3.91872 0.04818 4.39344
C 4.04098 0.92689 5.50418
C 3.37441 2.08180 5.18171
H 2.34846 2.62790 3.41618
H 2.89575 0.39754 2.44294
H 4.31847 -0.94560 4.30321
H 4.54690 0.72983 6.43396
H 3.21355 2.98813 5.73973
N 3.34417 0.92712 -5.47160
C 4.09999 2.06249 -5.60558
C 5.41216 1.68732 -5.69285
C 5.45360 0.26915 -5.61231
C 4.16401 -0.17163 -5.47996
H 2.34570 0.90514 -5.38418
H 3.63621 3.03402 -5.62630
H 6.25082 2.35337 -5.80289
H 6.33054 -0.35466 -5.65048
H 3.76017 -1.16622 -5.39289
N 4.57045 3.24728 -1.35430
C 4.69936 2.04478 -1.99380
C 5.57986 1.27878 -1.27596
C 5.99444 2.04885 -0.15478
C 5.35445 3.25638 -0.23126
H 3.99185 4.00650 -1.66092
H 4.15847 1.84148 -2.90358
H 5.89265 0.27839 -1.52646
H 6.68424 1.75041 0.61659
H 5.38964 4.11829 0.41262
N -1.64367 1.73299 3.77035
C -0.48113 1.28285 3.21388
C -0.80984 0.38929 2.22608
C -2.22831 0.30267 2.18466
C -2.71218 1.14504 3.14759
H -1.70528 2.39451 4.52238
H 0.47073 1.62950 3.56765
H -0.10909 -0.14295 1.59971
H -2.82349 -0.30593 1.52419
H -3.72056 1.37616 3.44337
N -7.20547 -3.22039 -1.44516
C -8.17637 -3.64355 -0.57970
C -7.63641 -3.67237 0.67676
C -6.28516 -3.24508 0.56601
C -6.04889 -2.97221 -0.75733
H -7.32422 -3.10888 -2.43457
H -9.16418 -3.88604 -0.93160
H -8.15220 -3.96348 1.57625
H -5.57348 -3.14535 1.36768
H -5.16443 -2.62380 -1.26850
N -4.80206 5.76347 0.75808
C -3.62908 5.56638 0.08508
C -2.84531 4.73546 0.84064
C -3.57925 4.41563 2.01468
C -4.78245 5.06363 1.93275
H -5.56190 6.33442 0.43820
H -3.45454 6.03281 -0.86997
H -1.85701 4.39260 0.58194
H -3.25980 3.78346 2.82285
H -5.62232 5.08726 2.60561
N -2.18297 5.33542 -3.61885
C -2.94390 6.45606 -3.81856
C -3.95822 6.12899 -4.67694
C -3.80751 4.75505 -5.00574
C -2.70657 4.29393 -4.33643
H -1.36912 5.28535 -3.03637
H -2.69677 7.38568 -3.33453
H -4.72414 6.79862 -5.02991
H -4.43655 4.17345 -5.65826
H -2.25170 3.31873 -4.30888

Number 1: HOMO -0.1052 Eh. Number 2: HOMO -0.4642 Eh. Number 3: HOMO -0.2885 Eh. Number 4: HOMO -0.3588 Eh.